Entry from OMol25: the molecule C13H19N3O2 in a non-equilibrium geometry (ωB97M-V/def2-TZVPD).

Structure (ORCA input):
```
! wB97M-V def2-TZVPD RIJCOSX def2/J DEFGRID3
* xyz 0 1
C 0.067 -4.511 1.150
N -0.748 -3.452 0.508
C -1.934 -3.960 -0.217
C -2.885 -2.869 -0.710
C -2.241 -1.546 -0.983
C -0.914 -1.318 -0.784
C -0.336 0.041 -1.073
N -0.987 0.909 -1.802
O -0.172 2.017 -2.001
C 1.081 1.858 -1.296
N 1.173 2.915 -0.286
C 0.192 3.188 0.774
C 0.732 4.467 1.489
C 2.206 4.553 1.094
C 2.315 3.626 -0.081
O 3.352 3.381 -0.699
C 1.017 0.485 -0.609
C -0.018 -2.380 -0.168
H 0.238 -5.249 0.368
H 1.004 -4.107 1.537
H -0.516 -5.026 1.914
H -2.515 -4.628 0.405
H -1.541 -4.538 -1.093
H -3.429 -3.279 -1.576
H -3.622 -2.726 0.079
H -2.894 -0.765 -1.380
H 1.916 1.930 -1.960
H 0.100 2.374 1.506
H -0.821 3.387 0.408
H 0.124 5.329 1.113
H 0.613 4.454 2.593
H 2.864 4.194 1.902
H 2.469 5.601 0.835
H 1.816 -0.167 -0.978
H 1.093 0.567 0.499
H 0.647 -1.890 0.516
H 0.557 -2.866 -0.991
*
```

As for the frontier orbital gap: 9.03 eV. The calculation puts the energy above the lowest of the compared OMol25 structures with the same formula, charge and spin at 3.273 eV. The HOMO energy is -8.32 eV. The value obtained for the lowest unoccupied orbital energy is 0.71 eV. Its calculated total energy is -821.43614 hartree. Its SMILES is CN1CCC=C(C2=NO[C@@H](N3CCCC3=O)C2)C1.

Results of the Löwdin charge analysis, in e, for atoms 1 through 2: C -0.07; N -0.23